{
  "formula": "C45H76BN3O38S8Si",
  "method": "wB97M-V/def2-TZVPD",
  "symbols": ["C", "C", "B", "O", "C", "N", "C", "O", "O", "C", "C", "C", "C", "C", "C", "C", "C", "C", "C", "Si", "C", "C", "C", "C", "C", "C", "C", "C", "O", "C", "C", "O", "N", "O", "C", "C", "C", "C", "N", "C", "H", "H", "H", "H", "H", "H", "H", "H", "H", "H", "H", "H", "H", "H", "H", "H", "H", "H", "H", "H", "H", "H", "H", "H", "H", "H", "H", "H", "H", "H", "H", "H", "H", "H", "H", "H", "H", "H", "H", "H", "H", "H", "H", "H", "O", "S", "O", "O", "C", "C", "O", "H", "H", "H", "H", "O", "S", "O", "O", "C", "C", "O", "H", "H", "H", "H", "O", "S", "O", "O", "C", "C", "O", "H", "H", "H", "H", "O", "S", "O", "O", "C", "C", "O", "H", "H", "H", "H", "O", "S", "O", "O", "C", "C", "O", "H", "H", "H", "H", "O", "S", "O", "O", "C", "C", "O", "H", "H", "H", "H", "O", "S", "O", "O", "C", "C", "O", "H", "H", "H", "H", "O", "S", "O", "O", "C", "C", "O", "H", "H", "H", "H"],
  "xyz": [[-7.463436, -2.707834, -3.786985], [-6.835138, -1.795861, -2.671506], [-5.674485, -2.650497, -2.013761], [-5.860576, -3.058072, -0.697600], [-4.365514, -2.975154, -2.897006], [-4.213560, -4.435394, -3.225654], [-4.227320, -5.199609, -2.264596], [-4.044868, -5.886198, -1.343603], [-3.154262, -2.381440, -2.512166], [-2.915498, -2.284026, -1.126183], [-1.416055, -2.071853, -0.812599], [-0.657530, -3.285591, -1.413314], [0.867988, -3.112492, -1.625050], [1.748985, -4.175474, -0.896598], [2.405272, -5.170448, -1.890635], [1.573751, -6.460406, -2.113898], [0.510976, -6.278747, -3.240911], [0.912913, -6.958778, -4.572514], [-0.298421, -7.506190, -5.385813], [-1.388548, -6.191983, -6.215094], [-3.195162, -6.630052, -5.818707], [-1.118014, -4.438996, -5.541795], [-1.099891, -6.085158, -8.089563], [-2.173115, -6.287038, -8.956391], [-1.957895, -6.194043, -10.330161], [-0.688439, -5.894063, -10.797484], [0.371753, -5.670398, -9.935481], [0.175074, -5.778190, -8.559124], [-0.938725, -0.796746, -1.191664], [-0.830081, -0.574645, -2.593628], [-1.701461, 0.644606, -2.984002], [-2.353551, 0.375642, -4.254632], [-1.546419, 0.910733, -5.292548], [-2.119006, 1.749600, -5.865087], [-1.220123, -2.133263, 0.721780], [-2.269646, -2.403293, 1.611682], [-1.919061, -2.376101, 2.964113], [-0.607604, -2.135223, 3.322584], [0.428507, -1.875122, 2.516771], [0.040242, -1.872155, 1.237922], [-8.141191, -3.431516, -3.319505], [-6.704718, -3.294226, -4.315232], [-8.075727, -2.103156, -4.459515], [-7.628058, -1.645236, -1.932890], [-6.468154, -0.849052, -3.082004], [-5.398475, -2.507277, -0.054869], [-4.579416, -2.532120, -3.877463], [-3.436268, -1.444180, -0.632026], [-3.166732, -3.239549, -0.645880], [-1.094402, -3.646484, -2.351649], [-0.794001, -4.118020, -0.710763], [1.225600, -2.095825, -1.444489], [1.052728, -3.277467, -2.695009], [1.185148, -4.753804, -0.161720], [2.586261, -3.627062, -0.450268], [2.630774, -4.691256, -2.851950], [3.375686, -5.506049, -1.497398], [1.035219, -6.706972, -1.192274], [2.257798, -7.272087, -2.384811], [0.473837, -5.201392, -3.440257], [-0.497884, -6.561299, -2.919640], [1.542177, -7.816814, -4.302933], [1.515354, -6.291576, -5.200626], [0.099358, -8.237185, -6.099873], [-0.930552, -8.051652, -4.671900], [-3.237941, -7.001022, -4.789826], [-3.759113, -5.690405, -5.837209], [-3.607782, -7.345213, -6.534424], [-1.426314, -4.413908, -4.491824], [-1.702066, -3.736099, -6.140702], [-0.045295, -4.215366, -5.600947], [-3.170464, -6.498067, -8.583809], [-2.801933, -6.358076, -10.994577], [-0.529329, -5.834206, -11.871980], [1.356447, -5.429548, -10.325863], [1.012057, -5.607512, -7.886346], [0.213881, -0.304965, -2.813429], [-1.083737, -1.422291, -3.232145], [-1.071844, 1.528247, -3.125085], [-2.460392, 0.835605, -2.227715], [-3.286398, -2.618604, 1.311761], [-2.665771, -2.544963, 3.724384], [-0.375025, -2.155659, 4.387067], [0.824510, -1.629619, 0.522743], [-1.090045, 2.871224, 0.721206], [-1.635432, 3.094250, -0.562404], [-2.637454, 2.245503, -1.117855], [-0.430366, 3.243759, -1.620332], [-0.512874, 4.512614, -2.279014], [-1.175086, 5.428134, -1.274454], [-2.165503, 4.601878, -0.636530], [-1.126112, 4.393499, -3.175715], [0.477974, 4.858173, -2.562418], [-1.639919, 6.290309, -1.738755], [-0.475922, 5.757783, -0.517429], [-3.769569, -0.603758, 5.947791], [-2.750711, -1.408266, 6.513775], [-2.284918, -2.578789, 5.855855], [-3.144467, -1.776508, 8.034334], [-2.113272, -1.332867, 8.925827], [-1.495299, -0.136837, 8.236049], [-1.485343, -0.486944, 6.848581], [-1.389832, -2.143157, 9.040788], [-2.531598, -1.082318, 9.897196], [-0.487644, 0.073969, 8.580755], [-2.115761, 0.754384, 8.360541], [-0.720218, 2.332032, 3.785321], [-1.108642, 3.682733, 3.599888], [-1.478699, 4.188199, 2.329379], [0.034473, 4.622768, 4.233105], [-0.534763, 5.473690, 5.237343], [-1.706471, 4.691186, 5.788150], [-2.272732, 4.038200, 4.646305], [-0.863643, 6.398034, 4.756141], [0.202519, 5.703635, 5.999990], [-2.445824, 5.327265, 6.267621], [-1.376095, 3.925815, 6.489976], [1.652972, 8.314429, 0.747691], [1.582851, 7.822037, -0.578128], [0.340326, 7.639055, -1.245347], [2.418202, 6.455593, -0.654545], [3.450049, 6.566937, -1.647409], [3.793943, 8.035047, -1.679383], [2.536365, 8.708544, -1.515457], [3.041622, 6.232497, -2.604360], [4.301598, 5.949771, -1.383234], [4.265390, 8.332059, -2.612186], [4.438795, 8.308975, -0.843236], [8.152201, 6.895521, 0.580387], [7.586076, 7.105505, -0.699958], [6.593356, 6.247400, -1.246011], [8.776733, 7.258316, -1.759057], [8.683364, 8.523386, -2.427720], [8.018184, 9.441028, -1.423949], [7.040578, 8.613055, -0.776599], [8.067311, 8.394055, -3.320043], [9.670972, 8.870854, -2.718322], [7.542321, 10.298770, -1.891100], [8.725974, 9.785955, -0.667727], [-4.096661, 0.760898, 4.201080], [-5.247204, 0.853952, 3.382533], [-6.537353, 0.485191, 3.844306], [-4.948411, 0.075976, 2.002384], [-5.110071, 0.965412, 0.890955], [-4.779547, 2.331855, 1.442340], [-5.332501, 2.337222, 2.766248], [-6.148980, 0.911390, 0.555304], [-4.449461, 0.679817, 0.075664], [-5.207521, 3.135714, 0.849236], [-3.699298, 2.473351, 1.522949], [0.975106, 1.810542, 9.511304], [1.395883, 2.599138, 8.406316], [0.824301, 3.869102, 8.123778], [1.309359, 1.692210, 7.095493], [2.594691, 1.625914, 6.459221], [3.590188, 1.788135, 7.589778], [2.981741, 2.761167, 8.464620], [2.661902, 2.447086, 5.742595], [2.709696, 0.681410, 5.934357], [4.552068, 2.133192, 7.248750], [3.713210, 0.861139, 8.147604], [8.081620, 1.807182, 9.689354], [7.453902, 1.696339, 8.425740], [6.123419, 1.214785, 8.283896], [8.417800, 0.864624, 7.452372], [8.733120, 1.640686, 6.289367], [8.663016, 3.078874, 6.755911], [7.554549, 3.105238, 7.665621], [7.981561, 1.432712, 5.524844], [9.716049, 1.372788, 5.911467], [8.502296, 3.776596, 5.938769], [9.561676, 3.364854, 7.306296]],
  "forces_ev_per_angstrom": [[-0.07, 0.30, 0.48], [-0.12, -1.35, -0.20], [-0.54, 0.84, 0.58], [0.40, 0.07, -0.39], [-0.44, 0.39, -1.27], [-0.56, -0.20, 1.07], [1.24, 0.61, 0.16], [-0.55, -0.45, -0.34], [-0.05, 0.29, 0.14], [0.78, -0.23, 0.67], [-0.12, -0.99, 0.61], [0.63, -0.13, -0.08], [-0.10, -0.72, -0.45], [0.69, 0.59, -1.21], [0.00, -0.89, 0.58], [-0.48, 0.68, -0.63], [0.70, 0.63, -0.31], [-0.55, -0.59, 0.28], [0.62, 0.42, 0.38], [-0.55, 0.10, 0.10], [0.58, 0.51, -0.25], [0.34, -0.82, 0.04], [-0.32, -0.26, 1.44], [0.53, 0.19, -0.57], [-0.31, -0.07, 0.48], [-0.10, 0.02, -0.74], [0.23, -0.07, 0.41], [-0.23, 0.05, -0.86], [-0.01, -0.43, -0.50], [0.41, 1.16, -0.24], [0.67, -1.60, -0.77], [-0.42, 0.43, 0.07], [0.03, 0.35, 0.34], [-0.04, -0.28, -0.38], [-1.18, 0.18, -0.38], [1.35, 0.29, 0.50], [-0.58, -0.16, -0.90], [0.55, 0.05, 1.53], [-1.63, -0.33, -0.64], [1.22, 0.34, -0.67], [0.15, 0.09, -0.03], [-0.18, 0.27, -0.27], [0.24, -0.21, -0.21], [0.26, 0.44, -0.03], [-0.08, -0.11, -0.02], [0.00, -0.33, 0.16], [0.22, -0.05, 0.13], [-0.27, -0.18, -0.37], [-0.21, 0.23, 0.00], [-0.15, 0.40, 0.11], [-0.15, 0.19, -0.05], [-0.23, -0.14, 0.25], [-0.05, 0.27, 0.11], [0.15, 0.32, 0.21], [-0.31, -0.22, 0.47], [-0.11, -0.01, 0.12], [-0.14, 0.25, 0.10], [0.38, -0.15, 0.01], [-0.24, -0.06, 0.18], [-0.32, -0.14, 0.11], [0.18, -0.24, -0.07], [0.03, 0.12, -0.22], [0.03, -0.04, 0.19], [-0.30, 0.12, -0.10], [0.03, -0.04, -0.22], [-0.11, -0.15, -0.20], [-0.15, -0.25, -0.11], [-0.13, -0.03, 0.30], [-0.04, 0.22, -0.14], [0.12, 0.03, 0.13], [-0.20, 0.29, 0.00], [0.14, -0.02, 0.03], [0.26, 0.05, -0.13], [0.03, 0.04, 0.15], [-0.13, -0.02, -0.02], [-0.15, -0.05, 0.02], [-0.06, -0.25, 0.15], [-0.20, -0.05, 0.34], [-0.29, -0.07, 0.29], [0.19, -0.43, -0.80], [0.08, 0.05, 0.04], [0.14, -0.02, -0.03], [-0.02, 0.03, -0.18], [-0.12, 0.01, 0.15], [0.33, -1.86, -2.06], [0.37, 0.55, 0.22], [-0.41, 0.84, 0.96], [-0.10, 0.11, 0.36], [-0.30, 0.18, -0.42], [0.16, -0.10, 0.25], [-0.11, -0.47, -0.55], [0.01, 0.03, -0.02], [0.09, -0.18, 0.15], [-0.23, -0.08, 0.11], [-0.04, -0.07, 0.09], [0.14, -1.13, 1.08], [-0.03, 0.35, 0.34], [-0.04, -0.05, 0.26], [0.06, 0.31, -0.24], [0.38, -0.26, 0.07], [-0.24, 0.39, 0.25], [0.05, -0.47, 0.04], [0.02, 0.03, 0.02], [-0.23, -0.04, -0.10], [0.06, -0.06, -0.20], [0.03, -0.01, 0.03], [0.13, 0.04, -0.22], [-0.15, 0.18, 0.44], [-0.45, 1.31, 1.87], [-0.14, -0.28, 0.16], [-0.21, 0.44, -0.08], [0.22, -0.27, 0.37], [0.14, 0.29, -0.29], [-0.01, -0.01, 0.02], [0.18, -0.18, -0.05], [-0.15, -0.05, -0.20], [0.07, 0.02, 0.08], [-0.27, -0.06, 0.06], [0.58, 0.04, -0.15], [0.25, 0.52, 0.03], [-0.06, 0.40, 0.11], [-0.03, -0.25, -0.53], [0.43, 0.05, 0.40], [-0.32, -0.38, -0.15], [0.01, 0.03, 0.00], [-0.12, -0.04, 0.23], [-0.22, 0.13, -0.05], [0.03, -0.02, -0.04], [-0.10, -0.33, 0.00], [0.33, 0.40, -0.15], [-0.05, 0.02, 0.23], [-0.09, 0.16, 0.32], [-0.27, 0.14, -0.39], [0.45, 0.20, 0.22], [-0.08, -0.27, -0.39], [0.01, 0.03, 0.00], [0.09, -0.20, 0.12], [-0.23, -0.11, 0.07], [0.01, 0.02, -0.04], [-0.42, 0.67, -1.01], [0.35, 0.26, -0.22], [0.02, 0.06, 0.13], [0.14, 0.15, 0.12], [-0.43, 0.05, -0.24], [0.63, 0.14, -0.10], [-0.40, -0.38, -0.19], [0.00, 0.02, 0.00], [0.15, -0.09, 0.16], [-0.14, 0.05, 0.19], [-0.01, 0.00, -0.04], [-0.36, 0.18, 0.06], [0.60, -0.24, -0.38], [-0.17, 0.06, 0.28], [0.01, -0.08, 0.38], [0.27, 0.35, -0.31], [-0.51, -0.45, -0.14], [-0.29, 0.16, -0.36], [-0.02, -0.02, -0.01], [-0.26, -0.07, 0.10], [-0.06, 0.30, 0.09], [0.06, 0.01, -0.01], [-0.15, -0.17, 0.10], [0.34, 0.10, -0.22], [0.54, -0.04, 0.33], [0.04, 0.29, 0.22], [-0.25, 0.05, -0.42], [0.50, 0.06, 0.14], [-0.24, -0.34, -0.21], [0.03, 0.02, -0.01], [0.02, -0.15, 0.20], [-0.25, 0.04, 0.10], [0.02, -0.01, -0.04]],
  "mulliken_charge": [-1.10, -0.40, 0.53, -0.54, -0.62, -0.20, 0.81, -0.53, -0.29, -0.86, 2.00, 0.31, -1.40, -1.04, -1.19, -1.10, 1.14, -1.06, -0.83, 0.11, -1.17, -0.46, 0.31, -0.33, -0.59, -0.44, -0.68, -0.04, -0.29, -0.26, 0.03, -0.30, 0.14, -0.31, 0.17, -0.67, -0.75, -0.72, -0.72, -0.44, 0.34, 0.23, 0.34, 0.25, 0.35, 0.30, 0.33, -0.58, 0.88, -1.23, 1.00, 0.96, 0.85, 0.42, 0.39, 0.41, 0.46, 0.40, 0.49, -0.92, 0.41, 0.59, 0.14, 0.43, 0.51, 0.28, 0.31, 0.37, -0.61, 0.65, 0.36, 0.26, 0.38, 0.35, 0.38, 0.30, 0.57, 0.01, 0.42, 0.08, 0.37, 0.68, 0.51, 0.58, -0.52, 1.23, -0.70, -0.40, -0.29, -0.34, -0.30, 0.24, 0.24, 0.45, 0.19, -0.63, 1.19, -0.64, -0.36, -0.55, -0.02, -0.11, 0.33, 0.33, 0.11, 0.25, -0.38, 1.15, -0.56, -0.34, -0.41, -0.14, -0.33, 0.30, 0.33, 0.35, 0.05, -0.57, 1.10, -0.54, -0.26, -0.31, -0.25, -0.33, 0.23, 0.38, 0.28, 0.26, -0.56, 1.11, -0.51, -0.30, -0.32, -0.34, -0.28, 0.26, 0.32, 0.33, 0.27, -0.08, 0.79, -0.63, -0.21, 0.39, 0.08, -0.41, 0.19, -0.31, 0.43, -0.14, -0.62, 1.08, -0.57, -0.20, -0.32, -0.21, -0.26, 0.28, 0.35, 0.24, 0.24, -0.55, 1.06, -0.46, -0.32, -0.31, -0.32, -0.32, 0.27, 0.31, 0.31, 0.29],
  "lumo_ev": -0.13,
  "total_charge": 0,
  "molar_mass_g_mol": 1562.5,
  "smiles": "CCB(O)[C@H](N=C=O)OC[C@@](CCCCCCCC[Si](C)(C)c1ccccc1)(OCCON=O)c1cccnc1.O=S1(=O)OCCO1.O=S1(=O)OCCO1.O=S1(=O)OCCO1.O=S1(=O)OCCO1.O=S1(=O)OCCO1.O=S1(=O)OCCO1.O=S1(=O)OCCO1.O=S1(=O)OCCO1",
  "homo_lumo_gap_ev": 8.5,
  "max_force_ha_per_bohr": 0.05444
}